No. 1
Entry from OMol25: a cluster of 4 separate species, C18H42O8S in total (the ωB97M-V functional and the def2-TZVPD basis).

Last column: natural (NBO) charge in e.
Geometry (Å):
O1 -3.119563 1.145099 2.299403  -0.492
C1 -2.392383 0.516346 3.002671  0.420
C2 -1.933887 -0.879884 2.654659  -0.215
O2 -1.129831 -1.391644 3.724610  -0.729
S1 0.228525 -2.193940 3.366274  1.789
O3 -0.079355 -3.157564 2.338840  -0.932
O4 0.989564 -1.036729 2.525701  -0.738
C3 1.326785 0.177948 3.225183  -0.082
C4 2.256394 0.991797 2.350734  -0.419
C5 1.711526 1.525202 1.009981  -0.433
C6 0.278245 1.163996 0.637733  -0.059
O5 -0.106662 1.830526 -0.558240  -0.725
H1 -2.015047 0.915128 3.966797  0.113
H2 -1.386097 -0.872000 1.706739  0.236
H3 -2.815861 -1.516587 2.544961  0.229
H4 0.411554 0.717801 3.488517  0.176
H5 1.845787 -0.068537 4.158875  0.192
H6 2.578729 1.836299 2.969138  0.217
H7 3.152232 0.389589 2.177358  0.216
H8 2.368511 1.195325 0.198230  0.209
H9 1.768020 2.617710 1.007564  0.220
H10 0.172912 0.079251 0.515681  0.164
H11 -0.426146 1.505212 1.404023  0.165
H12 0.651411 1.819045 -1.161710  0.475
C7 0.989917 -1.616336 -2.813357  -0.645
C8 0.716825 -0.351021 -3.607908  -0.068
O6 1.666549 0.680890 -3.390180  -0.547
C9 3.009285 0.370965 -3.722994  -0.064
C10 3.221114 0.013415 -5.183512  -0.645
H13 1.037018 -1.396017 -1.745380  0.213
H14 0.187389 -2.335518 -2.980755  0.219
H15 1.926273 -2.094211 -3.104432  0.202
H16 -0.233352 0.079803 -3.291465  0.196
H17 0.626621 -0.580509 -4.675353  0.160
H18 3.394016 -0.426624 -3.076768  0.161
H19 3.567543 1.274243 -3.478940  0.185
H20 2.695078 -0.899672 -5.464041  0.206
H21 4.283624 -0.147714 -5.370737  0.216
H22 2.873506 0.820207 -5.830334  0.212
C11 1.341530 4.859995 -2.593765  -0.645
C12 2.201814 5.019942 -1.352835  -0.065
O7 3.153137 3.982556 -1.171104  -0.543
C13 4.105486 3.823580 -2.206213  -0.064
C14 4.983631 5.040866 -2.438059  -0.644
H23 0.821545 3.901127 -2.581398  0.219
H24 0.596497 5.655865 -2.627303  0.217
H25 1.927930 4.918444 -3.511803  0.201
H26 1.573990 4.973420 -0.462382  0.190
H27 2.693424 5.999576 -1.349728  0.159
H28 3.613586 3.528538 -3.140484  0.160
H29 4.719965 2.980029 -1.887146  0.184
H30 4.408588 5.902304 -2.779324  0.205
H31 5.727301 4.816655 -3.204040  0.215
H32 5.504205 5.319130 -1.520727  0.212
C15 -7.268761 -4.861091 2.357616  -0.645
C16 -6.417191 -4.571288 3.581724  -0.063
O8 -5.338922 -5.470796 3.766963  -0.534
C17 -4.385797 -5.524305 2.719342  -0.064
C18 -3.690460 -4.203681 2.440164  -0.653
H33 -7.660938 -5.878236 2.395636  0.212
H34 -8.108850 -4.166242 2.322066  0.215
H35 -6.707520 -4.746110 1.429541  0.203
H36 -7.019546 -4.676343 4.484449  0.187
H37 -6.058738 -3.535320 3.555976  0.156
H38 -4.840642 -5.914306 1.801448  0.158
H39 -3.654620 -6.261621 3.050983  0.190
H40 -4.388343 -3.441903 2.086561  0.198
H41 -2.927372 -4.339152 1.672831  0.228
H42 -3.201698 -3.832924 3.343449  0.211

Forces on the atoms, in the same order (eV/Å):
O -0.41 0.32 -0.36
C 0.38 -0.28 0.38
C -0.14 -0.24 -0.09
O -0.04 0.17 0.18
S -0.03 -0.11 -0.07
O 0.03 -0.04 0.02
O 0.02 0.08 -0.06
C 0.13 -0.01 0.13
C 0.14 0.07 0.09
C -0.05 0.17 0.01
C 0.10 0.02 -0.19
O 0.19 0.03 -0.05
H 0.02 -0.02 0.01
H -0.09 0.01 0.12
H 0.09 0.04 -0.07
H 0.04 -0.03 -0.11
H -0.10 -0.04 -0.05
H 0.00 -0.07 -0.05
H -0.08 0.01 0.02
H -0.08 0.01 0.03
H 0.04 -0.08 -0.03
H -0.01 0.10 0.03
H 0.08 -0.07 -0.08
H -0.15 -0.08 0.00
C 0.04 0.03 0.02
C -0.13 -0.06 0.08
O -0.01 0.12 0.08
C 0.05 -0.01 0.02
C -0.05 0.01 -0.01
H 0.00 -0.01 0.00
H -0.01 0.01 0.02
H -0.02 -0.02 -0.03
H 0.00 0.01 -0.01
H 0.07 0.02 -0.01
H -0.03 -0.02 -0.01
H 0.01 -0.02 0.00
H 0.03 -0.02 0.01
H 0.00 0.02 0.00
H 0.00 -0.01 0.00
C 0.02 -0.05 -0.01
C -0.07 0.00 0.01
O 0.00 -0.06 0.06
C 0.02 -0.01 -0.03
C -0.01 0.02 0.04
H 0.00 0.01 -0.01
H -0.01 -0.01 0.02
H 0.00 0.03 0.00
H -0.01 0.01 -0.01
H 0.03 -0.02 -0.02
H -0.02 0.04 0.01
H 0.00 0.00 -0.02
H 0.00 -0.01 -0.03
H 0.01 -0.01 0.01
H 0.00 0.00 0.00
C 0.02 -0.04 -0.01
C -0.02 0.02 0.02
O 0.00 0.00 0.01
C 0.03 -0.03 -0.02
C -0.01 0.05 0.05
H 0.00 0.00 -0.01
H -0.01 -0.01 0.01
H -0.01 0.03 0.00
H 0.00 0.01 -0.01
H 0.02 -0.01 -0.02
H -0.02 0.02 0.01
H 0.00 0.00 -0.02
H 0.00 -0.02 -0.04
H 0.02 0.00 0.02
H 0.00 0.00 0.00

Summary:
**HOMO**: -9.61 eV
**Largest force on an atom**: 0.63 eV/Å
**E_tot**: -46559.5001 eV
**Multiplicity**: 1
**LUMO energy**: 0.62 eV

***

No. 2
Entry from OMol25: an isolated molecule of CHNOS at a distorted geometry (the ωB97M-V functional and the def2-TZVPD basis).

Last column: natural (NBO) charge in e.
Geometry (Å):
C1 1.010475 -1.096163 0.779300  0.745
N1 0.577979 -0.378949 -0.215222  -0.670
O1 1.576588 -1.285278 1.782733  -0.448
S1 0.320049 -2.120020 -0.750103  -0.020
H1 -0.212449 0.089557 -0.028772  0.392

Forces on the atoms, in the same order (eV/Å):
C 0.97 -1.82 -0.11
N 2.98 -1.20 -0.96
O -0.47 0.38 -0.13
S 0.23 0.18 0.66
H -3.71 2.47 0.55

Summary:
**HOMO**: -9.27 eV
**Energy relative to the best compared isomer or geometry (same formula, charge and spin)**: 0.284 eV
**Largest force on an atom**: 4.49 eV/Å
**E_tot**: -15423.9575 eV
**Multiplicity**: 1
**SMILES**: O=C1NS1
**LUMO energy**: 0.05 eV